Density functional theory data (wB97M-V/def2-TZVPD) for a structure of composition C21H26N10O8S2Ti at a distorted geometry.

Each line ends with the Löwdin charge.
Positions of all 68 atoms, in Å:
Ti1 -0.6567 -0.8682 -0.5858  1.08
N1 0.4603 4.2623 4.8686  0.11
C1 0.2543 3.6797 3.6367  -0.31
C2 0.1472 2.2868 3.5218  -0.02
C3 -0.1064 1.7029 2.3002  -0.04
C4 -0.2493 2.5152 1.1771  -0.31
C5 -0.1517 3.8963 1.2713  -0.05
C6 0.1024 4.4753 2.4969  -0.02
S1 -0.5817 1.8211 -0.3733  0.68
O1 0.4879 0.7925 -0.6126  -0.37
O2 -0.6857 2.8553 -1.3485  -0.24
N2 -1.8115 0.7994 -0.2746  -0.17
C7 -3.0817 1.2558 0.0709  -0.42
N3 -4.0710 0.3723 -0.0470  0.13
C8 -5.2800 0.8033 0.2982  -0.12
C9 -5.5197 2.0884 0.7481  -0.05
C10 -4.4165 2.9188 0.8162  -0.11
N4 -3.1970 2.5145 0.4836  0.14
H1 0.8039 3.6773 5.6102  0.09
H2 0.7999 5.2081 4.8864  0.09
H3 0.2659 1.6651 4.4014  0.12
H4 -0.1963 0.6241 2.2289  0.10
H5 -0.2713 4.5018 0.3837  0.12
H6 0.1824 5.5525 2.5802  0.11
H7 -6.0884 0.0862 0.2016  0.11
H8 -6.5090 2.4242 1.0204  0.10
H9 -4.5066 3.9472 1.1488  0.11
N5 -3.8287 -1.8780 -2.4172  0.05
N6 -3.4074 -3.1710 -2.0615  -0.02
C11 -2.6085 -3.3979 -0.9910  -0.42
N7 -2.4332 -4.6662 -0.5630  0.18
N8 -2.0801 -2.3774 -0.3795  0.06
N9 -0.9484 -2.5286 0.4530  -0.47
O3 -0.2851 -3.6201 0.6542  -0.11
O4 -0.8341 -1.4050 1.2646  -0.18
H10 -3.0708 -1.4325 -2.9297  0.07
H11 -3.9683 -1.3290 -1.5679  0.04
H12 -4.0307 -3.9129 -2.3341  0.14
H13 -2.6142 -5.4027 -1.2233  0.11
H14 -1.6137 -4.7508 0.0537  0.09
C12 2.9759 -2.8462 2.7221  -0.04
C13 3.2489 -1.9601 1.5367  -0.26
C14 2.9940 -0.5954 1.5957  -0.03
C15 3.2125 0.2263 0.5003  -0.06
C16 3.6902 -0.3295 -0.6759  -0.29
C17 3.9652 -1.6903 -0.7582  -0.06
C18 3.7397 -2.4939 0.3442  -0.03
S2 4.0416 0.7277 -2.0378  0.62
O5 3.3938 1.9744 -1.7601  -0.28
O6 5.4469 0.6070 -2.2969  -0.28
N10 3.3463 0.1484 -3.3877  -0.13
C19 1.9726 0.3007 -3.8362  -0.17
C20 1.1329 -0.9910 -3.8860  -0.06
C21 0.2953 -1.2191 -2.6784  -0.59
O7 -0.8599 -0.7117 -2.6232  -0.05
O8 0.7100 -1.8503 -1.6492  -0.02
H15 3.0964 -2.2995 3.6582  0.08
H16 3.6476 -3.7047 2.7345  0.08
H17 1.9535 -3.2190 2.6845  0.08
H18 2.6098 -0.1674 2.5147  0.11
H19 3.0141 1.2880 0.5465  0.11
H20 4.3521 -2.1181 -1.6749  0.12
H21 3.9383 -3.5570 0.2811  0.12
H22 3.9451 -0.4995 -3.8757  0.12
H23 2.0108 0.6829 -4.8559  0.12
H24 1.4968 1.0668 -3.2243  0.12
H25 1.7853 -1.8511 -4.0408  0.13
H26 0.4434 -0.9047 -4.7253  0.13

Its HOMO-LUMO gap (spin up / spin down) is 7.52 / 7.51 eV. For the highest occupied orbital energy (spin up / spin down), the calculation gives -7.3 / -7.3 eV. The spin multiplicity is 1. The energy above the lowest of the compared OMol25 structures with the same formula, charge and spin comes out at 3.61 kcal/mol.

---

Density functional theory data (wB97M-V/def2-TZVPD) for a structure of composition C39H51ClMoO4P4 at a distorted geometry.

Each line ends with the Löwdin charge.
Positions of all 100 atoms, in Å:
P1 1.4282 1.1370 -3.2088  1.15
C1 3.1382 1.5928 -3.4041  -0.34
C2 3.9272 0.9631 -4.3836  -0.07
H1 3.4984 0.1690 -4.9963  0.11
C3 5.2490 1.3663 -4.5599  -0.05
H2 5.8596 0.8765 -5.3183  0.12
C4 5.7851 2.3890 -3.7709  -0.03
H3 6.8227 2.6939 -3.9087  0.12
C5 4.9923 3.0241 -2.8075  -0.04
H4 5.4048 3.8278 -2.1983  0.12
C6 3.6677 2.6333 -2.6201  -0.07
H5 3.0364 3.1224 -1.8767  0.11
C7 1.1049 -0.4696 -3.9286  -0.34
C8 1.8185 -1.5804 -3.4413  -0.09
H6 2.6493 -1.4307 -2.7485  0.11
C9 1.4560 -2.8634 -3.8470  -0.05
H7 1.9916 -3.7239 -3.4435  0.12
C10 0.4235 -3.0406 -4.7739  -0.05
H8 0.1419 -4.0466 -5.0889  0.12
C11 -0.2340 -1.9315 -5.3125  -0.05
H9 -1.0168 -2.0637 -6.0607  0.12
C12 0.1024 -0.6426 -4.9014  -0.06
H10 -0.3874 0.2284 -5.3409  0.12
C13 0.3367 2.4015 -3.8607  -0.32
C14 0.6731 3.0000 -5.0913  -0.06
H11 1.5695 2.6728 -5.6203  0.12
C15 -0.1349 4.0041 -5.6194  -0.04
H12 0.1295 4.4564 -6.5746  0.12
C16 -1.2729 4.4316 -4.9262  -0.03
H13 -1.8970 5.2246 -5.3401  0.13
C17 -1.6080 3.8441 -3.7019  -0.04
H14 -2.4903 4.1721 -3.1509  0.12
C18 -0.8120 2.8286 -3.1698  -0.09
H15 -1.0582 2.3832 -2.2044  0.07
Mo1 0.4133 0.3573 0.8837  0.89
C19 -1.2650 -0.9737 0.8960  -0.20
C20 -1.8020 -1.3388 -0.3153  -0.35
H16 -1.7035 -1.3754 1.8278  0.04
C21 -1.1782 -0.6903 -1.5446  -0.37
O1 -2.2133 0.0736 -2.2304  -0.04
H17 -1.8196 0.5618 -2.9788  0.08
C22 -0.1157 0.1728 -1.0155  -0.32
H18 -0.7453 -1.4474 -2.2268  0.13
C23 1.0043 0.8699 -1.2489  -0.19
Cl1 2.2426 1.6530 1.7525  0.02
P2 -1.1875 1.9262 1.8630  0.76
P3 1.5624 -1.6543 1.6772  0.75
C24 -0.6728 2.9202 3.2915  -0.23
H19 0.3768 3.2048 3.1635  0.02
H20 -0.7620 2.3089 4.1976  0.05
H21 -1.3119 3.8093 3.3630  0.07
C25 -1.5316 3.1651 0.5698  -0.24
H22 -2.1803 2.7222 -0.1965  0.04
H23 -0.5897 3.4826 0.1029  0.04
H24 -2.0278 4.0313 1.0280  0.07
C26 -2.8292 1.3042 2.3306  -0.22
H25 -2.7144 0.4765 3.0458  0.04
H26 -3.3419 0.9336 1.4342  0.04
H27 -3.4126 2.1180 2.7833  0.07
C27 2.3067 -1.6751 3.3333  -0.22
H28 1.5635 -2.0357 4.0551  0.06
H29 2.6021 -0.6553 3.6041  0.04
H30 3.1826 -2.3369 3.3293  0.07
C28 0.7556 -3.2795 1.5750  -0.23
H31 0.3470 -3.4288 0.5674  0.03
H32 -0.0694 -3.3068 2.2990  0.06
H33 1.4806 -4.0741 1.8011  0.07
C29 2.9834 -1.7834 0.5415  -0.25
H34 3.4940 -0.8135 0.4866  0.03
H35 2.6280 -2.0635 -0.4580  0.02
H36 3.6687 -2.5494 0.9269  0.07
P4 -3.1884 -2.4677 -0.5934  0.88
C30 -3.5551 -3.3094 0.9326  -0.15
C31 -2.6367 -3.6011 -1.8723  -0.16
H37 -3.7677 -2.5883 1.7332  0.08
H38 -2.7114 -3.9459 1.2330  0.08
H39 -4.4404 -3.9395 0.7638  0.08
H40 -2.2883 -3.0451 -2.7532  0.06
H41 -3.4767 -4.2488 -2.1581  0.08
H42 -1.8133 -4.2193 -1.4891  0.07
C32 -4.5675 -1.5043 -1.1992  -0.16
H43 -4.9540 -0.8680 -0.3927  0.08
H44 -5.3568 -2.1818 -1.5515  0.08
H45 -4.2072 -0.8661 -2.0155  0.05
H46 1.6900 1.4720 -0.6167  0.00
O2 1.1132 1.0270 6.1963  0.01
C33 0.3413 0.2719 6.9683  -0.29
C34 0.4802 0.3325 8.3758  -0.01
C35 -0.2962 -0.4909 9.1791  -0.08
C36 -1.2188 -1.3826 8.6098  -0.09
C37 -1.3759 -1.4368 7.2208  -0.04
C38 -0.6226 -0.6162 6.3842  -0.08
C39 -0.8111 -0.6368 4.8889  -0.58
O3 -1.7081 -1.3239 4.3661  -0.03
O4 0.0241 0.1094 4.2274  -0.14
H47 0.7915 0.7546 5.2050  0.05
H48 1.2090 1.0296 8.7877  0.12
H49 -0.1793 -0.4372 10.2616  0.11
H50 -1.8195 -2.0340 9.2463  0.10
H51 -2.0878 -2.1120 6.7468  0.11

Its charge is +2. Its HOMO-LUMO gap (spin up / spin down) is 4.19 / 3.78 eV. For the highest occupied orbital energy (spin up / spin down), the calculation gives -10.5 / -10.5 eV. The spin multiplicity is 3. The energy above the lowest of the compared OMol25 structures with the same formula, charge and spin comes out at 0.00 kcal/mol.

---

Density functional theory data (wB97M-V/def2-TZVPD) for the ion C7H10ClN4 with charge +1 at a distorted geometry.

Each line ends with the Löwdin charge.
Positions of all 22 atoms, in Å:
C1 0.2056 -0.0121 -3.1432  -0.06
C2 -0.5537 0.4958 -1.9326  -0.22
N1 0.3151 0.6533 -0.7183  0.03
C3 -0.1363 0.2029 0.5520  -0.44
C4 -1.6700 0.3272 0.6409  -0.10
N2 -2.8314 0.3892 0.5831  0.21
C5 0.4693 0.9686 1.7368  -0.04
C6 0.3075 0.1693 2.9253  0.00
N3 0.3713 -1.1272 2.9567  0.14
C7 0.6756 -1.7653 1.7960  -0.80
Cl1 1.1976 -3.2769 1.8710  1.00
N4 0.2094 -1.2083 0.7064  0.15
H1 0.3706 -1.0717 -3.0568  0.08
H2 -0.2944 0.0948 -4.0276  0.05
H3 1.0599 0.6127 -3.2532  0.07
H4 -1.1005 1.4899 -2.0706  0.15
H5 -1.3403 -0.1568 -1.7902  0.08
H6 1.1225 1.2546 -0.6310  0.14
H7 0.0926 1.8862 1.8617  0.11
H8 1.4404 1.1585 1.4387  0.13
H9 -0.0643 0.5723 3.7820  0.12
H10 0.1533 -1.6570 -0.2271  0.19

Its charge is +1. Its SMILES is CCN[C@]1(C#N)CC=NC(Cl)=[NH+]1. Its HOMO-LUMO gap is 8.01 eV. For the highest occupied orbital energy, the calculation gives -13.7 eV. The spin multiplicity is 1. The energy above the lowest of the compared OMol25 structures with the same formula, charge and spin comes out at 30.47 kcal/mol.

---

Density functional theory data (wB97M-V/def2-TZVPD) for a structure of composition C3IO2 at a distorted geometry.

Each line ends with the Löwdin charge.
Positions of all 6 atoms, in Å:
C1 -0.2797 1.1177 -0.9142  -0.31
C2 -0.2855 0.2909 0.0402  -0.29
C3 -0.4131 -0.5809 1.0220  -0.43
O1 -0.1652 1.7657 -1.9103  0.06
O2 -0.8088 -1.2485 1.9303  0.06
I1 1.9524 -1.3448 -0.1680  -0.09

Its charge is -1. Its HOMO-LUMO gap is 6.83 eV. For the highest occupied orbital energy, the calculation gives -3.2 eV. The spin multiplicity is 1. The energy above the lowest of the compared OMol25 structures with the same formula, charge and spin comes out at 19.93 kcal/mol.